No. 1
Density functional theory data (ωB97M-V/def2-TZVPD) for C13H17N2O3TeTi as an isolated structure at a distorted geometry.

Geometry as XYZ:
```
37
Properties=species:S:1:pos:R:3
Ti -0.56641 1.28788 0.76993
N -1.85182 0.02659 -0.48331
C -2.02383 -1.21466 0.34559
C -2.04021 -0.79728 1.80674
O -2.90895 -1.13828 2.55858
N -0.97264 0.06423 2.12514
C -1.08096 0.81885 3.39026
C -1.30763 2.30204 3.05383
O -1.26877 3.19827 3.81249
O -1.51239 2.46117 1.66534
H -2.75949 0.48762 -0.54251
H -1.58558 -0.22050 -1.43201
H -1.17959 -1.87417 0.15950
H -2.94959 -1.73812 0.13537
H -0.16728 0.75349 3.97180
H -1.91390 0.44686 3.98533
C 1.03758 -2.11081 -3.44701
C 1.11574 -1.14662 -2.29673
C 0.69335 0.16564 -2.43184
C 0.80512 1.07476 -1.38425
C 0.22840 2.46427 -1.57001
C 1.40570 0.67003 -0.16561
Te 1.84157 2.14910 1.34101
C 1.80846 -0.68087 -0.00053
C 2.39790 -1.20448 1.27787
C 1.63583 -1.55222 -1.06456
H 0.43540 -1.71810 -4.26440
H 0.62011 -3.06759 -3.13177
H 2.03923 -2.30829 -3.83371
H 0.27308 0.49784 -3.37576
H -0.17528 2.57500 -2.57331
H 0.96978 3.23668 -1.39340
H -0.61580 2.70972 -0.89659
H 1.60217 -1.43524 1.98924
H 3.05638 -0.48235 1.75162
H 2.96069 -2.11721 1.09368
H 1.95362 -2.58327 -0.94602
```

Its total charge is +1. The calculation puts the relative energy (zero: lowest compared OMol25 entry of this formula, charge and spin) at 0.71 kcal/mol. For the frontier orbital gap, the calculation gives 7.242 eV.

---

No. 2
Density functional theory data (ωB97M-V/def2-TZVPD) for a 4-piece molecular cluster, C17H40BNO7 overall at a distorted geometry.

Geometry as XYZ:
```
66
Properties=species:S:1:pos:R:3
C 3.22142 -1.66617 -3.80713
C 2.26852 -0.41220 -4.35807
O 1.50825 0.06132 -3.19006
B 0.40636 0.97037 -3.57352
O 0.80632 2.36888 -3.95114
C -1.19682 0.60445 -3.58390
C -1.91308 0.07552 -4.96081
C -3.48532 0.51240 -4.59415
O -3.97460 -0.72482 -3.96618
C -5.33103 -0.57823 -3.41608
C -6.49347 -1.39484 -4.28815
N -3.33212 1.77714 -3.77844
C -2.22348 1.62502 -2.74895
O -2.10471 2.12760 -1.51752
H 2.54452 -2.62873 -3.73691
H 4.18416 -1.82247 -4.48563
H 3.56658 -1.35249 -2.70897
H 1.58638 -0.79694 -5.23633
H 3.00030 0.38029 -4.81584
H 1.07459 2.76763 -3.05594
H -1.22856 -0.34407 -2.86015
H -1.39170 0.61867 -5.86140
H -1.73307 -1.09238 -5.07731
H -3.94636 0.76604 -5.65071
H -5.66072 0.54470 -3.42092
H -5.37711 -0.93143 -2.27962
H -7.41824 -0.66580 -4.45614
H -6.09490 -1.83231 -5.29761
H -6.88232 -2.27529 -3.59185
H -4.12334 2.06812 -3.16244
C -0.61716 -0.77049 1.35095
C -1.86520 -1.63631 1.41529
C -1.99999 -2.50733 0.17646
O -3.01403 -0.80084 1.53231
H -0.65288 -0.09477 0.48901
H -0.53973 -0.14011 2.24326
H 0.28577 -1.38449 1.27629
H -1.82828 -2.26963 2.30826
H -2.08477 -1.89322 -0.72711
H -2.90900 -3.11590 0.23092
H -1.13855 -3.17345 0.06658
H -3.05500 -0.23488 0.74364
C 0.68038 3.69928 2.76362
C 0.99454 2.47318 3.60588
C 2.17721 2.72252 4.52819
O 1.28845 1.37360 2.74796
H 1.53093 3.96518 2.12590
H -0.16498 3.50119 2.09599
H 0.43457 4.55914 3.39455
H 0.11583 2.19960 4.19990
H 3.08083 2.95376 3.95307
H 2.39965 1.82768 5.11929
H 1.97629 3.55307 5.21207
H 2.06749 1.60753 2.21659
C 5.51733 -1.77748 5.76914
C 4.10527 -1.22047 5.85418
C 3.37778 -1.34901 4.52535
O 4.16132 0.15303 6.23082
H 6.11034 -1.23079 5.02733
H 6.03300 -1.66706 6.72909
H 5.50778 -2.83738 5.49642
H 3.54642 -1.75116 6.63257
H 3.89489 -0.78713 3.73945
H 2.36723 -0.93293 4.59800
H 3.30403 -2.39606 4.21533
H 4.65579 0.63216 5.54532
```

Its total charge is 0. The calculation puts the relative energy (zero: lowest compared OMol25 entry of this formula, charge and spin) at 124.56 kcal/mol. For the frontier orbital gap, the calculation gives 10.215 eV.